No. 1
The following is a DFT calculation (ωB97M-V/def2-TZVPD) of C47H81Cl16Cs3F3N3O5 as an isolated structure at a distorted geometry.

```
158
C47H81Cl16Cs3F3N3O5 | the Open Molecules 2025 dataset | ωB97M-V/def2-TZVPD
Cs 17.167 15.081 16.369
Cs 13.510 14.906 18.662
Cs 14.470 18.605 17.204
O 14.335 17.347 19.522
C 15.566 17.498 20.168
C 16.364 16.166 19.996
O 16.487 15.882 18.638
H 15.373 17.767 21.225
H 16.098 18.346 19.763
H 15.853 15.349 20.653
H 17.400 16.284 20.459
O 12.610 15.027 14.211
C 13.387 15.825 15.124
O 14.621 15.516 15.214
O 12.649 16.638 15.830
H 13.290 14.417 13.911
F 7.656 8.622 16.485
C 8.145 9.036 15.285
C 8.455 8.153 14.203
C 8.927 8.776 13.001
C 9.135 10.155 12.858
C 8.899 10.993 13.938
C 8.307 10.436 15.134
H 8.406 7.072 14.287
H 9.160 8.146 12.128
H 9.640 10.463 11.953
H 9.139 12.045 13.872
H 7.881 11.104 15.847
F 15.777 12.350 17.535
C 16.688 11.292 17.396
C 16.380 10.119 16.663
C 17.382 9.210 16.521
C 18.643 9.353 17.131
C 18.904 10.461 17.890
C 17.910 11.448 18.035
H 15.479 10.063 16.033
H 17.162 8.309 15.912
H 19.335 8.595 16.970
H 19.936 10.665 18.191
H 18.075 12.354 18.583
F 18.355 17.941 15.066
C 18.690 18.907 16.050
C 18.134 18.863 17.346
C 18.488 19.862 18.217
C 19.190 21.036 17.795
C 19.726 21.056 16.505
C 19.411 20.008 15.655
H 17.573 17.943 17.669
H 18.107 19.765 19.244
H 19.471 21.852 18.478
H 20.240 21.924 16.144
H 19.792 20.057 14.622
C 16.460 21.999 15.973
C 15.829 22.432 17.296
N 14.447 22.164 17.549
C 13.498 22.775 16.638
C 12.316 21.796 16.370
C 14.070 22.496 18.942
C 14.465 21.402 19.951
H 16.403 20.931 15.771
H 17.487 22.297 15.984
H 16.065 22.446 15.044
H 16.421 21.993 18.054
H 16.000 23.541 17.418
H 13.162 23.764 17.032
H 13.904 22.932 15.619
H 11.722 22.347 15.624
H 12.749 20.917 15.857
H 11.779 21.434 17.233
H 13.013 22.734 18.892
H 14.614 23.439 19.251
H 14.964 21.710 20.891
H 15.166 20.651 19.538
H 13.635 20.806 20.262
C 20.193 15.114 13.512
C 19.115 14.301 12.743
N 18.508 13.275 13.613
C 17.363 12.581 12.971
C 16.058 13.406 12.945
C 19.452 12.243 14.087
C 20.062 11.278 13.067
H 20.297 16.115 13.009
H 21.172 14.679 13.481
H 19.926 15.201 14.570
H 18.307 14.877 12.291
H 19.577 13.806 11.851
H 17.632 12.240 11.974
H 17.186 11.664 13.518
H 15.616 13.539 13.943
H 16.165 14.317 12.413
H 15.310 12.827 12.332
H 18.936 11.628 14.816
H 20.252 12.806 14.651
H 20.830 10.654 13.493
H 20.666 11.835 12.353
H 19.328 10.661 12.551
C 12.798 9.535 8.448
C 14.276 9.920 8.445
N 14.671 10.929 9.396
C 16.083 10.931 9.706
C 16.543 9.811 10.620
C 14.244 12.270 9.022
C 14.779 12.778 7.729
H 12.064 10.258 8.066
H 12.453 9.330 9.486
H 12.645 8.629 7.830
H 14.800 8.985 8.740
H 14.553 10.300 7.432
H 16.763 10.957 8.841
H 16.274 11.865 10.266
H 16.465 8.808 10.210
H 17.613 9.950 10.858
H 15.977 9.860 11.562
H 14.499 12.933 9.847
H 13.147 12.335 9.037
H 14.617 13.845 7.732
H 14.219 12.391 6.855
H 15.864 12.573 7.652
C 12.369 17.135 12.243
Cl 13.590 16.116 11.503
Cl 11.915 18.426 11.105
H 11.508 16.504 12.434
H 12.664 17.586 13.202
C 16.934 16.799 11.157
Cl 16.903 15.591 9.844
Cl 18.520 17.584 11.208
H 16.039 17.463 10.951
H 16.683 16.280 12.094
C 14.093 20.297 12.540
Cl 14.515 22.006 12.403
Cl 15.290 19.235 13.305
H 13.188 20.245 13.112
H 13.874 19.946 11.523
C 10.067 14.395 15.557
Cl 8.453 14.636 16.377
Cl 10.871 12.996 16.303
H 9.855 14.170 14.501
H 10.732 15.258 15.647
C 11.302 17.614 21.014
Cl 10.430 18.715 19.964
Cl 10.953 15.957 20.564
H 12.279 17.846 20.760
H 10.992 17.693 22.039
C 13.012 10.691 12.421
Cl 14.015 10.576 13.935
Cl 12.122 12.230 12.280
H 13.675 10.513 11.577
H 12.330 9.833 12.513
C 8.782 14.231 10.459
Cl 8.635 14.021 12.202
Cl 9.971 15.483 10.060
H 9.034 13.308 9.951
H 7.810 14.542 10.080
C 9.728 18.200 16.121
Cl 9.438 18.022 14.367
Cl 8.790 19.627 16.746
H 9.341 17.321 16.598
H 10.805 18.331 16.367
```

For the LUMO energy, the calculation gives 0.09 eV. Its energy is -274916.4915 eV. The spin multiplicity is 1. The frontier orbital gap is 6.9 eV. As for the energy above the lowest of the compared OMol25 structures with the same formula, charge and spin: 0.0 kJ/mol.

***

No. 2
The following is a DFT calculation (ωB97M-V/def2-TZVPD) of C47H84F6N5O25PbS2 as an isolated structure at a distorted geometry.

```
170
C47H84F6N5O25PbS2 | the Open Molecules 2025 dataset | ωB97M-V/def2-TZVPD
Pb 2.020 0.769 3.524
C -0.134 2.030 -0.045
F -1.339 1.952 0.524
F -0.300 2.413 -1.260
F 0.558 2.924 0.617
S 0.659 0.262 -0.131
O -0.261 -0.517 -0.896
O 1.963 0.467 -0.870
N 0.923 -0.201 1.544
S 0.852 -1.734 1.488
O 1.323 -2.392 0.269
O 1.508 -2.135 2.718
C -1.020 -2.157 1.806
F -1.159 -2.848 2.931
F -1.767 -1.068 1.879
F -1.492 -2.912 0.761
C -7.468 4.302 -6.442
O -6.749 3.193 -5.808
C -7.477 1.965 -5.940
C -6.736 0.923 -5.081
N -5.509 0.630 -5.852
C -4.688 -0.434 -5.247
C -3.209 -0.213 -5.584
O -2.828 1.010 -4.882
C -1.467 1.451 -4.864
H -6.842 5.175 -6.625
H -8.339 4.711 -5.931
H -7.866 4.089 -7.435
H -7.654 1.758 -6.996
H -8.441 2.132 -5.460
H -7.386 0.053 -4.992
H -6.446 1.308 -4.103
H -4.862 1.395 -5.726
H -4.997 -1.401 -5.643
H -4.779 -0.602 -4.174
H -2.922 0.004 -6.613
H -2.626 -1.037 -5.172
H -1.026 1.225 -3.893
H -1.538 2.535 -4.781
H -0.771 1.211 -5.668
C 4.031 1.935 1.210
O 4.153 1.025 2.283
C 5.397 0.937 2.964
C 5.085 0.407 4.425
N 3.980 -0.596 4.460
C 3.866 -1.238 5.773
C 3.094 -0.339 6.790
O 2.147 0.479 6.132
C 1.340 1.223 7.128
H 2.989 2.120 0.949
H 4.455 1.628 0.254
H 4.571 2.792 1.611
H 6.013 1.830 3.071
H 6.046 0.176 2.529
H 4.754 1.259 5.019
H 5.987 0.002 4.884
H 4.362 -1.237 3.779
H 4.848 -1.559 6.121
H 3.418 -2.228 5.686
H 3.784 0.307 7.333
H 2.504 -0.963 7.462
H 1.840 2.076 7.587
H 1.026 0.664 8.009
H 0.539 1.600 6.492
C -0.492 -5.845 -2.130
O 0.098 -4.858 -2.947
C 0.736 -3.879 -2.121
C 1.257 -2.715 -3.010
N 2.277 -3.160 -3.977
C 2.497 -2.199 -5.120
C 2.939 -0.813 -4.711
O 1.784 -0.063 -4.081
C 2.072 1.243 -3.699
H -0.807 -6.654 -2.790
H -1.376 -5.551 -1.563
H 0.227 -6.195 -1.389
H 1.442 -4.323 -1.420
H 0.041 -3.453 -1.398
H 1.595 -1.767 -2.592
H 0.331 -2.375 -3.474
H 1.839 -4.001 -4.325
H 1.610 -2.112 -5.748
H 3.317 -2.626 -5.696
H 3.310 -0.331 -5.616
H 3.815 -0.758 -4.065
H 2.203 1.948 -4.520
H 3.061 1.331 -3.248
H 1.311 1.655 -3.036
C 0.230 5.169 6.232
O -1.047 4.566 5.802
C -1.343 4.574 4.361
C -0.467 3.711 3.554
N -0.370 2.352 4.111
C -1.467 1.439 3.910
C -1.340 0.140 4.598
O -0.021 -0.435 4.490
C 0.061 -1.506 5.451
H 0.884 4.361 5.900
H 0.200 5.268 7.317
H 0.349 6.122 5.717
H -1.469 5.557 3.908
H -2.347 4.154 4.428
H 0.472 4.217 3.777
H -0.638 3.886 2.492
H -0.286 2.492 5.108
H -1.772 1.307 2.872
H -2.360 1.913 4.318
H -1.997 -0.653 4.242
H -1.559 0.366 5.642
H 0.147 -1.105 6.461
H 0.850 -2.208 5.183
H -0.870 -2.070 5.396
C 4.285 -2.753 -1.238
C 5.026 -1.770 -0.616
C 6.359 -1.678 -0.700
C 7.059 -2.735 -1.373
C 6.385 -3.748 -2.002
C 4.993 -3.739 -1.925
O 4.295 -4.639 -2.741
O 7.030 -0.553 -0.214
H 3.210 -2.758 -1.140
H 4.569 -0.888 -0.191
H 8.126 -2.584 -1.434
H 6.937 -4.581 -2.412
H 3.447 -4.340 -3.076
H 7.905 -0.614 -0.604
C 3.277 6.999 -3.359
C 2.035 7.619 -2.886
C 1.392 7.106 -1.735
C 1.954 6.065 -1.001
C 3.203 5.569 -1.406
C 3.903 6.004 -2.516
O 5.056 5.380 -2.852
O 0.254 7.672 -1.205
H 3.685 7.385 -4.282
H 1.411 8.240 -3.512
H 1.391 5.487 -0.283
H 3.561 4.700 -0.874
H 5.357 4.963 -2.042
H -0.166 7.171 -0.502
C -0.500 -5.552 4.740
C -1.359 -6.543 4.007
O -0.983 -6.468 2.658
C 0.028 -5.578 2.523
O 0.683 -5.261 1.552
O 0.323 -5.002 3.677
H 0.116 -6.184 5.380
H -0.977 -4.885 5.458
H -2.345 -6.228 4.351
H -1.379 -7.549 4.427
C -4.442 0.378 -0.931
C -5.531 1.347 -0.581
O -6.363 0.722 0.348
C -5.830 -0.479 0.605
O -6.326 -1.329 1.376
O -4.690 -0.690 0.029
H -3.464 0.842 -0.798
H -4.530 -0.067 -1.922
H -6.152 1.569 -1.449
H -5.078 2.268 -0.215
C -4.722 -4.475 -0.744
C -5.544 -3.435 -1.573
O -4.567 -2.973 -2.441
C -3.410 -3.035 -1.923
O -2.359 -2.540 -2.366
O -3.451 -3.899 -0.842
H -4.697 -5.504 -1.104
H -5.039 -4.556 0.296
H -5.788 -2.579 -0.945
H -6.421 -3.952 -1.963
```

For the LUMO energy, the calculation gives -3.08 eV. Its energy is -151945.1681 eV. The spin multiplicity is 1. The frontier orbital gap is 5.9 eV. Its net charge is +1. As for the energy above the lowest of the compared OMol25 structures with the same formula, charge and spin: 410.9 kJ/mol.